# 1
ORCA calculation (wB97M-V/def2-TZVPD) on a cluster of 3 separate species, C17H36O11S3 in total at a distorted geometry.

Structure (XYZ):
```
67
Properties=species:S:1:pos:R:3:forces:R:3:lowdin_charge:R:1
C 7.142183 0.357837 0.156894 -0.63 0.36 -0.94 0.01
C 5.777081 0.682614 -0.634667 -1.31 -2.11 0.13 -0.39
O 4.922265 -0.237817 -0.653394 2.56 3.32 -0.09 0.02
O 5.534605 1.958049 -1.235493 -0.03 -2.34 2.20 -0.05
C 4.091248 2.155812 -1.234161 -1.69 0.99 -1.42 -0.19
C 3.655040 3.649940 -1.670297 0.44 -0.48 0.34 -0.15
C 3.219835 4.534355 -0.397583 -0.01 0.99 -0.94 -0.20
C 1.629806 4.811058 -0.339216 0.98 0.44 0.52 -0.18
C 0.835217 3.832447 0.650027 -0.59 0.98 -0.38 -0.13
C -0.134190 2.786812 -0.065413 -0.13 -1.04 2.78 -0.34
C -1.349084 2.362709 0.930974 0.12 -1.28 -0.48 -0.13
C -1.684947 0.814957 0.570664 0.78 0.20 0.43 -0.19
C -1.885371 0.578972 -1.023960 1.05 -0.61 1.40 -0.19
S -1.748411 2.150713 -1.996338 -3.90 1.53 -4.44 0.76
O -3.132002 2.774168 -2.026296 3.85 -1.56 0.99 -0.35
O -1.265296 1.851604 -3.387354 -0.14 0.45 3.93 -0.34
O -0.749181 3.282269 -1.281575 -0.05 -1.95 -0.07 -0.23
H 6.839687 0.162859 1.235235 0.37 0.36 -1.40 0.09
H 7.526375 -0.632588 -0.282167 -0.50 1.65 0.66 0.10
H 7.908964 1.191505 0.086527 -0.98 -1.14 0.09 0.08
H 3.658369 1.990465 -0.195477 0.64 -0.21 -1.37 0.13
H 3.648289 1.449155 -2.014658 0.52 0.73 1.41 0.13
H 4.506437 4.162441 -2.247986 -1.21 -0.86 0.88 0.12
H 2.770903 3.541727 -2.398414 1.30 0.21 1.13 0.12
H 3.713483 5.565737 -0.530811 -0.67 -1.52 0.30 0.11
H 3.624345 4.109346 0.577583 -0.57 0.41 -1.22 0.11
H 1.261713 4.814918 -1.414153 0.13 -0.16 1.48 0.11
H 1.502530 5.885144 0.056291 0.09 -1.65 -0.61 0.11
H 1.573268 3.301542 1.355005 -1.21 0.50 -1.22 0.13
H 0.190766 4.500507 1.329825 0.82 -1.05 -1.01 0.12
H 0.461726 1.810212 -0.215481 -0.77 1.49 -0.37 0.16
H -2.289258 2.978137 0.759320 1.40 -0.41 0.16 0.12
H -1.037219 2.420118 2.027961 -0.36 -0.03 -1.53 0.12
H -2.558961 0.401376 1.174475 1.00 0.69 -1.03 0.11
H -0.757459 0.215582 0.895597 -1.50 0.81 -0.58 0.08
H -2.911263 0.114428 -1.228401 1.48 1.10 -0.09 0.11
H -1.045670 -0.110452 -1.403934 -1.38 1.14 0.39 0.12
O 0.559206 -1.657955 1.276989 0.46 -0.25 0.24 -0.29
S 1.038663 -2.942722 1.716688 0.10 -0.81 -0.35 0.61
O 1.952318 -3.075431 2.818919 -0.40 0.46 -0.44 -0.27
O 1.634079 -3.743016 0.445523 -0.83 0.14 0.72 -0.26
C 2.654373 -3.114925 -0.336384 0.96 0.45 -0.42 -0.26
C 4.000827 -3.149635 0.361399 0.10 -0.01 0.29 -0.08
C -0.350953 -3.999520 2.013250 0.02 -0.06 -0.10 -0.11
H 2.367592 -2.090805 -0.591468 -0.08 -0.07 0.14 0.11
H 2.723331 -3.673296 -1.273097 -0.33 -0.10 0.19 0.12
H 3.993874 -2.532260 1.261640 0.02 0.00 -0.11 0.07
H 4.785298 -2.773833 -0.297289 -0.16 0.00 -0.01 0.07
H 4.250699 -4.168041 0.669754 -0.07 0.02 -0.10 0.08
H -1.030810 -3.936733 1.165346 0.08 0.02 0.05 0.06
H -0.846245 -3.651015 2.919461 0.11 0.08 -0.06 0.08
H 0.006079 -5.019004 2.153431 0.03 0.11 -0.02 0.08
O -5.260422 -3.942634 1.368558 0.10 0.66 -0.11 -0.28
S -5.051702 -2.959107 0.339983 -0.42 -0.10 -0.70 0.60
O -4.427304 -1.692126 0.615723 -0.16 -0.51 0.23 -0.29
O -6.448193 -2.696453 -0.428630 0.96 -0.39 0.02 -0.26
C -7.588756 -2.314197 0.343306 -0.76 0.49 0.59 -0.26
C -7.511877 -0.862206 0.777476 0.27 0.14 0.13 -0.07
C -4.196058 -3.719970 -1.010977 -0.12 0.03 -0.10 -0.12
H -7.712081 -2.978801 1.203155 0.18 -0.04 -0.10 0.12
H -8.463465 -2.449983 -0.297110 0.32 -0.17 -0.16 0.12
H -6.695849 -0.705539 1.485786 -0.08 -0.02 -0.03 0.07
H -8.441044 -0.554601 1.261663 0.00 -0.09 -0.08 0.08
H -7.324582 -0.212088 -0.080310 -0.10 -0.07 0.04 0.09
H -4.684968 -4.661774 -1.254100 0.00 0.09 0.05 0.08
H -3.168612 -3.899724 -0.694721 -0.10 0.06 0.09 0.06
H -4.209243 -3.041268 -1.863112 -0.02 -0.03 0.09 0.08
```
Forces are in eV/Å.

## Properties
E ... -73236.671 eV
Multiplicity ... 1
Structure (SMILES) ... CC(=O)OCCCCC[C@H]1CCCS(=O)(=O)O1.CCOS(C)(=O)=O.CCOS(C)(=O)=O
Energy relative to the best compared isomer or geometry (same formula, charge and spin) ... 0.00 kcal per mole


# 2
ORCA calculation (wB97M-V/def2-TZVPD) on a structure of composition H24NeO12.

Structure (XYZ):
```
37
Properties=species:S:1:pos:R:3:forces:R:3:lowdin_charge:R:1
Ne 0.158045 0.282634 -0.041242 -0.07 0.07 -0.21 0.08
O 0.812452 -0.476520 2.576851 -0.08 -0.33 0.56 -0.04
H 1.220398 -0.453560 1.711242 0.29 -0.03 -0.36 -0.02
H 0.219061 0.274542 2.582494 -0.23 0.14 -0.06 0.00
O -2.422310 1.186959 -2.832624 -0.37 0.14 -0.01 -0.05
H -1.658264 0.611261 -2.864511 0.38 -0.28 -0.20 -0.03
H -2.079716 2.023186 -2.517061 -0.08 0.18 0.12 0.02
O -1.295089 -2.191576 -0.892437 0.11 -0.27 0.20 -0.04
H -2.168719 -2.483210 -1.153117 -0.36 -0.08 0.02 0.09
H -1.055878 -1.535394 -1.546994 0.16 0.52 -0.49 0.02
O -0.220688 -0.625170 -3.277706 -0.41 -0.12 0.25 -0.03
H -0.163122 -1.094547 -4.109935 -0.14 -0.15 -0.23 0.07
H 0.686401 -0.410878 -3.059800 0.79 0.22 0.25 0.02
O -1.743362 4.049791 0.053047 -0.01 0.29 -0.16 -0.04
H -1.133119 3.445617 0.475895 -0.10 -0.34 0.39 -0.02
H -1.457793 4.079347 -0.860088 -0.02 0.12 -0.25 0.02
O -2.876199 -0.015176 1.411640 -0.50 0.67 -0.16 -0.06
H -2.197760 0.653292 1.507017 0.10 0.39 -0.13 -0.02
H -2.467123 -0.819546 1.730826 0.06 -0.70 0.15 -0.04
O -0.783043 2.155198 2.059379 -0.39 -0.33 -0.08 -0.05
H 0.164926 2.159279 1.926812 0.69 0.03 -0.08 -0.02
H -0.894131 1.971299 2.992163 -0.31 0.27 0.39 0.07
O -1.575532 -2.324248 1.904780 -0.27 -0.42 0.56 -0.05
H -0.865424 -1.910209 2.395246 0.53 0.07 0.27 0.02
H -1.298249 -2.271183 0.990160 0.12 0.03 -0.62 -0.01
O 0.942052 -3.830150 -1.059625 0.84 -0.19 -0.03 -0.06
H 0.568894 -4.680772 -0.828499 -0.03 -0.19 0.07 0.03
H 0.196236 -3.230231 -1.049735 -0.61 0.26 0.03 -0.03
O 1.822482 2.809493 1.705116 0.01 -0.06 -0.02 -0.03
H 2.761290 2.900175 1.541897 0.26 -0.15 -0.04 0.06
H 1.477597 3.698590 1.622777 -0.12 0.42 -0.01 0.06
O 2.634900 0.044061 -2.207809 -0.44 0.24 -0.56 -0.04
H 2.373365 0.046610 -1.287029 0.11 -0.11 0.48 -0.01
H 3.307630 -0.634521 -2.264323 0.16 -0.20 0.04 0.05
O 2.892556 -0.905056 0.592568 -0.17 0.27 -0.17 -0.03
H 2.703165 -1.835385 0.714461 -0.12 -0.52 -0.13 0.06
H 3.414069 -0.663999 1.358167 0.22 0.13 0.24 0.06
```
Forces are in eV/Å.

## Properties
E ... -28469.286 eV
Multiplicity ... 1
Energy relative to the best compared isomer or geometry (same formula, charge and spin) ... 21.69 kcal per mole


# 3
ORCA calculation (wB97M-V/def2-TZVPD) on a cluster of 2 separate species, C2H3IO2 in total.

Structure (XYZ):
```
8
Properties=species:S:1:pos:R:3:forces:R:3:lowdin_charge:R:1
C -3.073341 1.650279 -0.236381 -0.01 -0.33 0.13 -0.73
C 0.956824 -0.551908 0.304342 0.47 -0.38 0.11 -0.14
O -3.810397 2.444977 0.217880 -0.05 0.21 -0.01 -0.02
O -0.006162 0.080623 -0.005498 -0.23 0.36 -0.15 -0.07
I -3.309699 -0.460757 0.061500 -0.23 -0.13 0.03 0.75
H -2.187024 1.833020 -0.844094 0.19 0.16 -0.12 0.05
H 1.108198 -1.597460 -0.015868 -0.12 -0.04 -0.08 0.08
H 1.767209 -0.142416 0.928900 -0.01 0.17 0.09 0.08
```
Forces are in eV/Å.

## Properties
E ... -14316.744 eV
Multiplicity ... 1
Structure (SMILES) ... O=CI.C=O
Energy relative to the best compared isomer or geometry (same formula, charge and spin) ... 42.83 kcal per mole


# 4
ORCA calculation (wB97M-V/def2-TZVPD) on a cluster of 2 separate species, C5H12O2 in total.

Structure (XYZ):
```
19
Properties=species:S:1:pos:R:3:forces:R:3:lowdin_charge:R:1
C 2.352142 -0.495758 0.737818 0.04 -0.03 0.04 -0.10
C 1.515242 0.198816 -0.336069 -0.08 0.03 0.00 -0.24
C 0.129889 -0.350668 -0.492886 -0.02 -0.05 -0.26 -0.12
O -0.373415 0.113806 1.553190 0.00 0.15 0.11 -0.07
C -0.899335 0.188718 -1.274013 0.31 0.04 -0.03 -0.11
C -2.508435 0.110608 -0.295946 -0.22 -0.17 -0.15 -0.31
O -2.511578 0.954022 0.658903 0.11 -0.10 0.03 -0.15
H 3.397970 -0.178480 0.687986 -0.16 -0.02 -0.01 0.07
H 1.970620 -0.294896 1.740853 0.10 -0.03 -0.15 0.07
H 2.325453 -1.582525 0.596503 0.02 0.16 0.00 0.08
H 1.986996 0.037113 -1.318231 -0.08 0.03 0.10 0.13
H 1.488677 1.288655 -0.206689 -0.05 -0.14 -0.02 0.12
H 0.051921 -1.416049 -0.272864 -0.01 0.13 0.02 0.13
H 0.107358 0.942833 1.686918 -0.07 -0.18 0.11 0.07
H -1.273960 -0.498436 -2.031700 -0.04 0.03 0.16 0.11
H -0.783688 1.217717 -1.617459 0.01 -0.17 0.03 0.11
H -2.434304 -0.971744 -0.059707 -0.05 0.19 0.00 0.10
H -3.200292 0.286501 -1.136984 0.15 0.02 0.08 0.10
H -1.341252 0.449758 1.380381 0.01 0.10 -0.06 0.02
```
Forces are in eV/Å.

## Properties
E ... -9471.518 eV
Multiplicity ... 1
Energy relative to the best compared isomer or geometry (same formula, charge and spin) ... 83.42 kcal per mole


Among the records above, which one has the lowest energy relative to the best compared isomer or geometry (same formula, charge and spin)? C17H36O11S3


Look up the E of the second one. -28469.286 eV


What is the formula in the third record? C2H3IO2


Number 1 is which compound? C17H36O11S3